Computed, not measured: a structure of composition C39H47Cl3MoN7OS2 at a distorted geometry, with wB97M-V/def2-TZVPD.

XYZ file:
```
100
Properties=species:S:1:pos:R:3
N -0.868 -4.580 -1.037
Cl 3.062 5.793 0.834
H -3.733 -1.551 -0.137
H -0.051 -0.244 1.068
H -0.758 4.343 0.677
H -0.319 -5.210 -2.945
C -4.030 3.658 4.206
H -0.615 3.222 -1.452
H 1.302 -2.950 -2.124
H 4.006 0.167 -2.082
N -3.093 -1.047 -0.729
H -0.884 0.799 -2.910
C 0.320 7.743 -1.597
C -1.326 -2.122 -3.974
C 5.183 0.831 0.230
H -3.246 -4.524 -3.018
C -1.225 -5.109 -2.371
H -1.725 -6.088 -2.329
N 0.694 -2.380 0.706
C -1.178 -3.104 2.033
C 5.309 -0.555 -0.440
C -3.829 -3.452 2.512
H -1.766 -2.493 -4.955
C -3.373 -3.161 1.224
H 1.003 -1.387 -2.342
H -1.091 6.321 2.072
C -2.042 -2.944 0.935
H 0.232 -3.594 -4.013
H 2.551 -0.795 -0.689
H 0.382 2.050 2.205
H -4.312 -2.805 -2.685
H -1.364 -1.003 -3.971
H -4.912 -3.607 2.567
C 4.004 -3.180 2.065
C 0.493 6.694 0.510
H 6.899 -2.002 -0.768
H -3.658 -1.789 -3.950
C 2.115 -2.296 0.777
C -1.629 3.859 3.974
C 0.360 2.662 1.325
H 4.654 -1.467 -2.316
C -0.454 3.908 1.665
C 0.106 -2.544 -3.756
C 4.329 -1.573 0.250
S 1.397 -4.133 2.579
H -0.671 4.032 4.419
H 4.170 1.159 0.207
H -5.077 3.592 2.286
C 2.976 -1.517 -0.003
H -0.855 -3.434 4.150
C -0.314 7.386 -0.466
C -2.973 3.713 2.012
C -1.697 3.760 2.572
N -2.122 -2.718 -2.822
S 1.891 7.104 -1.620
Mo -1.128 -2.280 -0.813
C 0.231 -3.102 1.715
N -0.446 -0.063 -0.999
H -1.390 7.570 -0.235
O 0.457 4.941 2.232
C 1.775 6.433 -0.013
H -3.040 -0.121 -0.282
C -1.601 -3.404 3.353
H 5.501 0.819 1.245
N -0.217 1.792 0.233
C -2.753 3.801 4.806
H 5.847 1.500 -0.336
C -3.497 -2.121 -2.899
C 6.789 -1.023 -0.380
C 2.628 -3.115 1.825
H -1.425 -5.121 -0.346
H -3.335 -3.834 4.582
C 4.854 -0.467 -1.882
H 1.404 2.990 1.044
C -0.253 0.414 0.237
H -4.744 -0.583 -1.995
C 4.808 -2.401 1.282
H -1.989 -4.318 -4.225
H -4.105 -3.267 0.403
H 5.651 -0.092 -2.475
C -3.676 -0.849 -2.065
H 0.084 -4.806 -0.847
H -2.695 3.688 5.895
H -3.264 0.034 -2.602
H 0.766 -1.953 -4.411
C -4.128 3.704 2.807
H 7.096 -0.983 0.682
H 7.409 -0.334 -0.989
C -0.566 2.192 -1.094
H -0.165 8.282 -2.393
N 0.563 -2.299 -2.348
H 5.919 -2.567 1.379
C -2.215 -4.168 -3.129
Cl -3.250 3.680 0.294
H 4.435 -3.817 2.818
Cl -5.399 3.235 5.152
H 0.425 6.950 2.570
C -2.938 -3.627 3.590
C -0.667 1.013 -1.831
C -0.002 6.239 1.885
```

multiplicity	3
max |F|	4.55	eV/Å
energy above the lowest of the compared OMol25 structures with the same formula, charge and spin	21.9	kcal per mole
net charge	+3
Kohn-Sham gap (spin up / spin down)	0.2428 / 0.1028	hartree
total energy	-4217.07295	Ha